(1)
2 unconnected molecules or ions with the total composition C2H6NS, computed with wB97M-V/def2-TZVPD.

Output
LUMO level in eV: 3.13
Orbital gap in eV: 5.44
Net charge: -1

XYZ file:
```
10
C2H6NS (wB97M-V/def2-TZVPD)
H -0.40788 -2.61394 0.81538
H -0.22903 -0.30569 1.00179
H -0.09810 0.55844 -0.60079
H -1.63173 0.30563 0.23201
H 3.04658 5.29217 0.44788
H -1.02752 -3.42812 -0.69831
S 2.71066 4.23066 -0.27045
C -0.79918 -2.50017 -0.20058
C -0.66995 -0.17068 0.01601
N -0.89385 -1.36830 -0.74295
```

---

(2)
A molecular structure, C28H27MoN8O8S2, computed with wB97M-V/def2-TZVPD.

Output
Spin multiplicity: 3
LUMO level (alpha / beta) in eV: -3.58 / -3.73
Orbital gap (alpha / beta) in eV: 7.19 / 7.35
⟨S²⟩: 2.010
Net charge: +1

XYZ file:
```
74
C28H27MoN8O8S2 (wB97M-V/def2-TZVPD)
H -0.45125 5.21978 5.11413
C -3.33779 -2.21210 1.24123
H -4.61829 1.47505 -1.37448
N -0.90591 2.73594 2.90161
S -4.28962 1.67930 -3.80562
N -0.24976 -0.57180 -4.33122
H -4.19299 -4.22210 2.71448
C -0.86014 -0.15235 -3.21379
H -3.34727 -0.51095 -0.08231
O -3.78038 2.46977 0.88090
H -4.41689 -2.27104 1.29607
H 1.59286 -3.38738 1.82285
C 3.11539 -2.10041 -4.10049
H -0.49442 -3.61398 2.35558
C -2.19793 0.43029 -3.22860
O -0.87928 2.34546 -1.76593
C -0.65244 -1.91478 1.06847
Mo -0.40789 0.85138 -0.30732
H -2.62284 5.97333 4.14241
O -1.17389 4.27595 -0.27602
N -2.85560 0.55216 -2.03660
C 3.26025 -0.46770 1.55539
H 3.93539 2.83444 -1.37533
C -2.75292 -1.21138 0.48123
H 3.93175 -2.53738 -4.65889
C 1.07222 -0.96861 -2.61116
C -2.72336 4.30190 2.79771
C 0.77959 -1.52682 1.15157
H 5.01802 -2.59546 1.61974
C 0.98870 -1.09577 -3.98903
C -1.15916 -2.95012 1.82001
C -3.10448 -4.19687 2.80313
N 1.01330 -0.24149 0.82410
H -3.65686 4.57196 2.32521
O 3.72199 -4.00062 2.44250
H 1.90944 -1.72362 -5.84448
H -2.51500 1.00973 -5.33445
C 3.05497 -1.81542 1.81540
O 0.57506 2.54827 0.00484
H 2.78092 1.73405 -3.16138
C -2.83254 0.96361 -4.30527
C -2.64923 2.37695 1.26248
O -2.51008 -5.45170 2.53306
C 1.78278 -2.34565 1.61326
O -1.80620 1.45470 0.76079
H 2.28495 -1.40994 -0.86997
C 2.19276 -1.45807 -1.94383
C -0.36995 3.47500 3.86803
N 2.41987 1.75403 -2.20717
C -3.96313 1.20674 -2.19254
N -1.43234 -1.06198 0.38306
H 2.36069 1.32974 0.77249
H 4.24048 1.23829 -1.54715
C -2.05403 3.16403 2.38393
H 4.51606 -2.26724 3.28034
H 4.08084 -2.40340 -2.20359
H 4.41154 -4.54175 2.83922
C 2.22698 0.29263 1.05201
C -0.94262 4.64947 4.33806
C 3.20135 -2.01526 -2.70055
C 4.17881 -2.67211 2.31966
H 4.22166 -0.00134 1.72669
H -2.86390 -3.97014 3.84238
S -0.21232 3.49654 -0.99507
H 1.88305 2.62327 -2.15392
C 1.99824 -1.64742 -4.76902
N -0.10292 -0.34920 -2.14082
C -2.14581 5.06644 3.79548
C -2.53755 -3.10819 1.92561
H -2.87048 -5.80619 1.71356
H -0.64085 -0.52814 -5.25690
H 0.56457 3.11570 4.28290
N 3.52840 1.90800 -1.28256
O 0.73744 4.20200 -1.80614
```

---

(3)
P4S2 in the gas phase, computed with wB97M-V/def2-TZVPD.

Output
LUMO level in eV: -1.93
Orbital gap in eV: 6.55

XYZ file:
```
6
P4S2 (wB97M-V/def2-TZVPD)
P -1.10871 1.22779 -0.61508
P 1.89277 0.84036 0.23383
S -0.93956 -1.48128 0.75447
P -0.18801 0.49173 1.27118
P -2.21154 -0.55379 -0.66295
S 2.55504 -0.52481 -0.98145
```